ORCA calculation (wB97M-V/def2-TZVPD) on a molecular structure, C12H14F5O4Pt in a non-equilibrium geometry.

Geometry (Å):
Pt1 -0.43548 -0.68420 0.53796
F1 4.38148 3.89944 -1.65019
F2 2.77839 2.12179 2.44011
F3 4.57012 3.49748 1.06140
F4 2.03817 2.96734 -2.89584
F5 0.07375 1.85996 -1.36898
O1 -1.95051 0.68930 0.21178
O2 0.78202 -2.37151 0.34062
O3 0.89855 0.62523 1.15114
O4 -1.99070 -1.93483 -0.06100
C1 1.93618 -2.14700 -0.59819
C2 2.63925 2.19215 1.11570
C3 -3.20812 -1.30276 0.36226
C4 3.56883 2.90368 0.38094
C5 1.30227 2.03433 -0.82883
C6 -1.56673 -3.26682 0.34162
C7 -2.05370 1.95465 0.86151
C8 3.44638 3.11313 -1.00935
C9 2.27820 2.70935 -1.59974
C10 -0.13431 -3.43323 -0.14088
C11 -3.16911 0.08613 -0.25743
C12 1.53901 1.54041 0.46381
H1 -4.13631 -1.88722 0.05530
H2 -1.01051 2.34967 0.88803
H3 -2.40220 1.83846 1.91268
H4 -1.61578 -3.38483 1.42988
H5 -3.10208 -0.04647 -1.36502
H6 -2.22792 -4.00790 -0.15711
H7 1.53388 -1.88311 -1.56125
H8 2.38695 -1.25444 -0.16204
H9 -4.03737 0.69787 -0.06256
H10 -3.23267 -1.25567 1.47037
H11 2.59023 -3.00759 -0.59666
H12 -0.12012 -3.47388 -1.25609
H13 0.31677 -4.35337 0.25947
H14 -2.66682 2.61446 0.28660

* net charge: +1
* multiplicity: 3
* LUMO energy (alpha / beta): -2.5 / -6.0 eV
* expectation value of S²: 2.030
* HOMO energy (alpha / beta): -10.603 / -11.981 eV
* largest force on an atom: 0.0494 Eh/bohr

These are the Mulliken partial charges, in e, on atoms 1 to 8: 0.706, -0.244, -0.273, -0.257, -0.265, -0.263, -0.241, -0.379